C24H43ErN2P3S | the ωB97M-V functional and the def2-TZVPD basis

Summary:
Energy relative to the best compared isomer or geometry (same formula, charge and spin) (eV): 0.991
Expectation value of S²: 3.753
2S+1: 4
Orbital gap (spin up / spin down) (eV): 6.67 / 6.81
HOMO energy (spin up / spin down) (eV): -16.01 / -16.01
Total energy (Eh): -3486.14937
Charge: +3

Geometry as XYZ:
```
74
Properties=species:S:1:pos:R:3:forces:R:3
Er 0.043 -0.296 0.189 -0.02 1.04 -0.94
P -0.606 2.106 1.319 -0.83 1.52 0.87
P -2.523 -1.052 -0.310 -1.46 0.31 -0.12
P 2.540 1.084 -0.053 1.10 0.60 0.76
H 1.555 -2.374 -4.130 1.04 0.53 1.00
C 2.359 -2.048 -3.400 0.68 -2.33 0.73
C 2.471 -2.652 -2.179 0.79 -0.18 -1.93
H 1.724 -3.412 -1.919 0.38 0.10 -0.03
C -1.082 3.544 0.289 0.17 -0.21 -0.14
C -2.098 1.981 2.385 -0.13 -0.30 0.01
C 0.524 2.854 2.558 0.33 -0.17 0.01
C -3.255 -2.550 -1.041 0.04 -0.69 -0.49
C -3.496 -0.842 1.238 0.19 -0.07 0.46
C -3.052 0.416 -1.305 0.15 0.04 -0.15
C 3.848 0.355 -1.090 0.12 -0.36 -0.35
C 3.482 1.252 1.500 -0.09 -0.01 0.04
C 2.498 2.813 -0.689 -0.24 -0.02 -0.06
H 3.045 -1.265 -3.763 -0.27 -0.60 0.18
H 3.300 -2.469 -1.463 -0.67 -0.04 -0.63
H -1.348 4.354 0.984 0.05 -0.12 -0.34
H -1.951 3.272 -0.328 0.28 0.22 0.15
H -0.246 3.848 -0.358 -0.35 0.03 0.19
H -2.042 2.777 3.139 -0.22 -0.18 -0.30
H -2.116 1.013 2.906 -0.14 0.52 -0.02
H -3.003 2.099 1.771 0.21 -0.12 0.33
H -0.104 3.386 3.287 0.35 -0.01 -0.28
H 1.218 3.556 2.078 -0.14 -0.21 0.23
H 1.090 2.078 3.092 -0.15 0.39 -0.09
H -4.235 -2.790 -0.578 0.52 0.34 -0.38
H -2.571 -3.384 -0.806 -0.36 0.18 -0.17
H -3.355 -2.498 -2.151 0.08 0.09 0.84
H -4.364 -0.191 1.077 0.12 -0.21 -0.08
H -2.881 -0.383 2.030 -0.40 -0.43 -0.35
H -3.850 -1.821 1.593 0.18 0.31 -0.08
H -3.931 0.142 -1.905 0.15 0.23 0.16
H -2.258 0.765 -1.989 -0.33 -0.23 0.12
H -3.306 1.249 -0.632 -0.05 -0.32 -0.19
H 4.582 1.122 -1.330 0.10 -0.03 0.10
H 3.496 -0.075 -2.029 0.07 0.14 0.11
H 4.333 -0.450 -0.536 0.04 0.06 0.02
H 4.346 1.898 1.295 -0.11 -0.20 0.24
H 3.814 0.250 1.798 0.03 0.29 0.05
H 2.866 1.683 2.295 0.33 -0.08 -0.17
H 3.493 3.035 -1.096 -0.31 0.11 0.12
H 2.269 3.524 0.118 0.08 -0.24 -0.28
H 1.747 2.933 -1.484 0.27 0.07 0.15
C -0.283 -0.039 -3.616 -0.44 1.65 -1.09
C -0.285 1.327 -4.011 -1.46 -1.76 -0.58
C -1.082 1.626 -5.113 0.48 0.70 -0.71
C -1.735 0.619 -5.865 -0.94 0.01 0.04
C -1.862 -0.672 -5.339 1.18 0.15 0.32
C -1.032 -1.041 -4.260 0.20 0.11 0.77
S 0.816 -0.417 -2.330 -0.03 1.54 1.39
H 1.596 0.713 -1.939 -1.62 -0.96 -1.57
H 0.287 2.054 -3.456 -0.09 0.22 -0.12
H -1.139 2.691 -5.412 0.05 -0.87 -0.13
H -2.223 0.810 -6.856 0.37 0.23 1.28
H -2.523 -1.420 -5.768 0.30 0.16 -0.24
H -0.932 -2.094 -3.912 -0.35 0.86 -0.33
N 0.987 -3.581 2.444 0.05 -0.42 0.14
C 0.885 -2.781 1.379 -0.03 0.47 2.29
N 0.576 -1.538 1.806 0.31 -0.92 0.03
C 0.430 -1.561 3.196 -0.06 0.69 -0.33
C 0.061 -0.528 4.076 0.18 -0.84 -0.03
C -0.025 -0.867 5.426 0.16 0.25 -0.58
C 0.269 -2.170 5.860 0.25 -1.17 -0.68
C 0.625 -3.193 4.946 0.02 0.00 1.11
C 0.700 -2.840 3.614 0.07 -0.59 -0.29
H 1.245 -4.569 2.427 -0.14 0.40 -0.04
H 1.046 -3.076 0.357 0.13 -0.18 -0.17
H -0.142 0.453 3.664 -0.01 0.00 0.41
H -0.294 -0.115 6.162 0.01 -0.11 -0.13
H 0.202 -2.401 6.923 0.05 0.01 -0.33
H 0.863 -4.229 5.223 -0.23 0.63 0.30
```
Positions in Å, forces in eV/Å.

=====

C60H105N13 | the ωB97M-V functional and the def2-TZVPD basis

Summary:
Expectation value of S²: 0.764
2S+1: 2
Orbital gap (spin up / spin down) (eV): 5.12 / 1.34
HOMO energy (spin up / spin down) (eV): -8.65 / -8.65
Total energy (Eh): -3060.39121
Charge: +1

Geometry as XYZ:
```
178
Properties=species:S:1:pos:R:3:forces:R:3
N -8.711 2.294 12.020 0.70 -2.13 0.73
C -7.653 1.443 11.805 0.40 1.21 -0.58
C -7.122 1.100 13.014 0.79 -1.28 0.20
C -7.996 1.527 14.048 -0.63 1.02 -1.10
C -8.962 2.245 13.379 -1.81 0.92 -0.50
H -9.275 2.484 11.204 -0.57 0.48 0.78
H -7.418 1.318 10.759 0.75 -0.35 0.26
H -6.203 0.570 13.212 -0.04 -0.14 -0.31
H -7.894 1.454 15.120 0.09 -0.06 -0.11
H -9.916 2.672 13.648 0.27 0.23 0.68
N -5.292 -4.785 16.240 0.07 2.57 1.41
C -5.155 -3.491 15.819 0.73 0.99 1.03
C -5.095 -3.451 14.472 -1.16 -0.61 -1.21
C -5.418 -4.802 14.030 0.83 1.70 -0.70
C -5.445 -5.519 15.165 -1.53 -3.57 -0.75
H -5.402 -4.991 17.223 0.18 -0.47 0.28
H -5.096 -2.650 16.493 0.24 -0.31 0.27
H -4.971 -2.550 13.890 -0.01 -0.13 -0.12
H -5.622 -5.168 13.035 0.30 0.08 0.06
H -5.782 -6.538 15.284 0.36 -0.20 -0.12
N -1.752 -3.996 16.367 0.45 0.38 0.59
C -1.798 -4.715 15.189 -1.41 0.63 1.41
C -0.543 -4.823 14.729 1.85 0.33 -0.12
C 0.368 -4.129 15.669 -1.55 -0.73 -0.77
C -0.459 -3.650 16.650 0.43 -0.08 -0.01
H -2.482 -3.797 17.036 -0.15 -0.22 -0.52
H -2.787 -5.017 14.878 0.31 -0.25 -0.46
H -0.310 -5.322 13.800 0.29 0.05 0.10
H 1.444 -4.041 15.640 -0.16 -0.03 -0.15
H -0.217 -3.111 17.554 -0.05 0.02 -0.03
N -4.019 -3.155 8.860 -1.64 2.00 2.35
C -3.250 -3.220 9.994 1.42 -2.45 -1.94
C -3.798 -2.525 11.007 3.61 -1.79 2.95
C -4.969 -2.059 10.593 -3.76 2.77 -0.87
C -5.102 -2.332 9.290 -0.52 -2.01 -3.43
H -3.923 -3.793 8.083 -0.24 0.50 0.02
H -2.476 -3.966 9.892 0.58 0.48 0.74
H -3.321 -2.389 11.966 -0.09 -0.16 0.04
H -5.690 -1.400 11.054 0.16 -0.05 0.45
H -5.921 -2.114 8.621 0.13 0.05 0.00
N -1.990 -0.254 19.152 -1.04 -2.20 1.21
C -0.707 -0.063 19.456 2.15 3.02 -0.07
C -0.363 -0.582 20.695 0.34 -0.30 -1.74
C -1.428 -1.410 20.953 -2.21 -1.35 2.05
C -2.469 -1.169 20.091 -0.02 0.65 -0.82
H -2.575 0.086 18.402 0.29 0.04 -0.36
H -0.105 0.600 18.853 -0.07 0.06 0.03
H 0.507 -0.474 21.325 0.19 0.00 -0.59
H -1.491 -2.101 21.781 -0.13 0.08 0.16
H -3.518 -1.427 20.075 0.17 -0.31 0.12
N 3.275 0.792 18.361 -0.90 1.35 0.37
C 2.082 1.222 17.715 1.96 -1.37 0.03
C 1.724 2.441 18.213 -0.33 -0.86 -0.11
C 2.591 2.694 19.260 3.08 0.01 2.15
C 3.646 1.726 19.338 -3.39 0.22 -1.69
H 3.790 -0.069 18.242 -0.43 0.13 -0.37
H 1.648 0.576 16.965 0.04 0.20 -0.06
H 0.898 3.069 17.913 -0.04 -0.23 0.02
H 2.481 3.469 20.004 0.15 0.29 -0.28
H 4.492 1.532 19.981 -0.21 0.29 0.00
N -4.718 4.863 19.534 -3.78 -0.17 -1.12
C -4.752 3.914 20.531 2.12 2.35 0.25
C -3.380 3.716 20.747 -2.28 -2.19 1.32
C -2.698 4.243 19.672 2.56 0.05 -0.78
C -3.556 4.934 18.872 0.18 0.82 0.84
H -5.500 5.482 19.374 0.00 -0.37 -0.42
H -5.639 3.772 21.131 0.21 0.00 0.04
H -3.110 3.163 21.634 0.82 -0.22 -0.39
H -1.646 4.150 19.447 0.02 -0.11 0.25
H -3.422 5.586 18.021 0.07 -0.14 0.12
N -10.640 -2.236 15.101 0.40 0.02 0.14
C -10.635 -3.045 16.234 -0.40 0.83 -1.79
C -10.106 -2.264 17.277 0.09 -1.05 0.81
C -9.717 -1.082 16.758 0.51 1.15 0.40
C -10.042 -1.054 15.370 0.25 -1.22 -0.05
H -10.813 -2.534 14.152 -0.21 -0.21 0.10
H -10.983 -4.056 16.081 0.04 -0.06 0.60
H -9.927 -2.588 18.291 -0.27 -0.05 -0.13
H -9.174 -0.333 17.315 -0.14 0.19 -0.22
H -9.684 -0.417 14.575 -0.23 0.46 0.01
N -2.676 0.007 10.153 -0.71 0.55 0.55
C -3.206 1.137 10.762 2.37 0.18 -0.32
C -2.141 2.069 10.799 -1.28 -0.32 -0.74
C -1.071 1.509 10.065 0.43 -0.49 1.09
C -1.370 0.190 9.803 -0.19 0.86 -0.50
H -3.254 -0.821 10.128 0.69 0.02 -0.36
H -4.229 1.098 11.108 0.16 0.27 0.09
H -2.069 3.069 11.202 -0.55 -0.05 0.05
H -0.102 1.966 9.935 -0.15 -0.05 -0.08
H -0.688 -0.532 9.379 -0.55 -0.29 -0.07
C -5.591 -4.927 21.901 -0.80 -0.43 -2.00
C -4.922 -4.679 20.482 -0.60 -0.82 0.57
N -5.667 -5.186 19.225 1.70 -1.03 2.22
C -5.620 -6.675 19.186 -0.84 -0.87 -0.79
C -4.416 -7.268 18.536 0.85 -0.14 -0.88
C -7.020 -4.754 19.233 -1.16 0.85 -1.00
C -7.113 -3.239 19.329 0.45 0.32 2.04
H -4.935 -4.819 22.765 0.08 0.12 -0.34
H -6.046 -5.917 21.887 0.21 -0.23 0.35
H -6.445 -4.251 21.954 0.10 0.18 0.49
H -4.826 -3.593 20.458 0.60 -0.17 -0.62
H -3.976 -5.220 20.471 0.19 0.54 -0.14
H -6.467 -7.054 18.614 -0.37 0.57 -0.47
H -5.774 -7.332 20.042 -0.06 1.16 1.37
H -4.466 -7.233 17.448 0.25 0.58 -0.11
H -4.366 -8.345 18.697 0.10 0.03 0.52
H -3.508 -6.785 18.897 0.18 -0.22 -0.17
H -7.464 -4.960 18.258 -0.03 -0.67 -0.20
H -7.589 -5.312 19.976 -0.44 0.31 0.27
H -8.013 -2.768 18.935 0.36 -0.17 -0.34
H -7.085 -2.953 20.381 -0.50 -0.02 0.34
H -6.172 -2.755 19.065 -0.24 -0.02 -1.13
C -6.692 -0.271 21.336 0.20 -0.53 -1.75
C -7.350 -0.411 22.661 -0.11 0.57 1.78
N -6.392 -0.380 23.791 0.61 -1.80 0.21
C -5.805 -1.742 23.977 -0.39 1.70 1.33
C -6.819 -2.633 24.716 0.80 0.77 -0.40
C -5.382 0.662 23.846 0.88 -0.41 0.73
C -6.035 1.966 24.147 -0.61 1.09 -1.61
H -7.321 -0.439 20.462 -0.80 0.34 0.09
H -6.036 -1.127 21.177 0.66 0.10 0.38
H -6.137 0.638 21.107 0.02 0.09 0.48
H -8.155 0.267 22.945 0.14 0.77 -0.70
H -7.909 -1.343 22.748 0.37 -0.38 -0.20
H -5.372 -2.142 23.060 -0.26 -0.40 -0.27
H -4.955 -1.606 24.646 0.09 0.05 -0.01
H -7.491 -3.028 23.954 0.00 -0.95 0.62
H -6.214 -3.256 25.373 -0.51 -1.08 -0.56
H -7.400 -2.048 25.429 -0.03 0.35 -0.30
H -4.662 0.616 23.028 -0.35 0.65 -1.03
H -4.630 0.519 24.622 -0.51 -0.89 0.76
H -6.576 2.173 23.224 -0.67 0.49 0.05
H -5.394 2.841 24.250 0.34 -0.29 0.29
H -6.757 1.916 24.962 0.23 -0.17 0.02
C 0.460 -1.647 12.418 -1.87 -1.20 -0.17
C 1.903 -1.475 12.244 1.41 2.20 0.53
N 2.437 -0.200 12.734 1.20 -0.10 -0.30
C 2.530 -0.067 14.162 1.00 1.72 0.50
C 3.730 0.823 14.679 -0.30 -0.66 -0.59
C 1.896 0.975 11.999 0.62 -1.49 -0.16
C 2.538 1.103 10.547 -0.82 0.94 1.26
H -0.204 -0.850 12.084 0.21 -0.15 -0.69
H 0.048 -1.904 13.393 0.70 -0.07 0.46
H 0.423 -2.569 11.838 -1.54 -0.16 -0.33
H 2.364 -2.348 12.706 0.63 0.25 0.02
H 2.172 -1.428 11.189 -0.22 -0.64 -0.13
H 1.688 0.508 14.548 -0.87 -0.50 0.35
H 2.650 -1.041 14.637 -0.47 -0.04 -0.06
H 4.637 0.222 14.737 0.13 0.13 -0.09
H 3.910 1.676 14.024 -0.01 -0.09 -0.16
H 3.516 1.236 15.665 -0.01 -0.16 -0.03
H 1.985 1.831 12.668 0.57 0.30 -0.46
H 0.818 0.823 11.954 -0.23 0.25 -0.57
H 3.577 1.433 10.560 0.12 -0.50 0.31
H 2.046 1.910 10.004 -0.29 0.03 0.00
H 2.403 0.210 9.937 0.15 -0.07 0.26
C -2.286 2.318 16.985 -0.48 -0.07 0.84
C -3.710 1.896 16.560 2.60 -0.34 -0.38
N -3.785 0.430 16.524 -0.16 0.54 1.05
C -2.770 -0.209 15.682 -0.85 0.85 -1.18
C -2.904 0.275 14.190 1.16 -1.19 0.50
C -5.148 0.050 16.184 1.38 -0.49 -0.29
C -6.029 -0.102 17.381 -1.13 -0.37 1.01
H -2.177 1.952 18.006 0.22 0.62 0.22
H -2.218 3.405 16.952 0.17 -0.12 0.18
H -1.430 1.887 16.467 -0.38 0.09 -0.59
H -4.405 2.317 17.286 -0.20 -0.09 -0.21
H -3.812 2.311 15.557 -0.82 0.14 -0.24
H -1.783 -0.017 16.102 -0.04 -0.07 -0.22
H -2.915 -1.290 15.694 -0.12 -0.05 0.26
H -3.934 0.482 13.900 0.11 0.31 0.12
H -2.202 1.065 13.927 -0.42 0.35 0.08
H -2.581 -0.563 13.572 -0.01 -0.07 -0.23
H -4.994 -0.858 15.601 -0.78 -0.15 0.02
H -5.584 0.812 15.538 -0.19 -0.02 -0.36
H -6.822 -0.828 17.204 -0.49 0.17 -0.47
H -6.458 0.857 17.671 -0.21 0.05 -0.03
H -5.645 -0.512 18.315 1.00 0.09 -0.20
```
Positions in Å, forces in eV/Å.

=====

- Which formula does entry 1 have?
  C24H43ErN2P3S